# 1
This record from the OMol25 dataset describes C18H54KO18 as an isolated structure. The level of theory is wB97M-V/def2-TZVPD.

```
91
Properties=species:S:1:pos:R:3:forces:R:3
K -0.697757 -0.312031 1.124532 0.27 0.18 -0.17
C 3.153683 4.850479 -3.966566 -1.09 -0.72 1.77
C 2.038033 3.786819 -3.708963 1.37 1.29 0.37
O 2.052768 3.381436 -2.339650 -0.04 -0.21 0.15
O 4.368723 4.150804 -3.789112 -0.27 -0.85 0.60
H 2.979054 5.572116 -3.149837 0.45 0.32 -0.49
H 3.117697 5.283918 -4.935705 -0.38 0.51 -0.83
H 2.271472 3.033621 -4.408691 0.19 -1.64 -0.49
H 1.029304 4.097968 -3.904535 -0.35 0.62 -0.10
H 2.952927 3.313784 -1.979067 -0.21 -0.03 -0.59
H 5.138053 4.574755 -4.150556 0.17 0.59 -0.26
C -1.131077 6.401061 -0.712379 -0.52 -0.16 -0.31
C -0.873450 5.018257 -0.230324 -0.90 -0.05 1.78
O -1.760299 3.976953 -0.631241 -0.75 0.22 -0.71
O -2.238972 6.882045 0.003016 -1.21 1.32 0.28
H -1.439279 6.398960 -1.734079 0.47 0.03 -1.21
H -0.260251 7.014374 -0.517896 0.40 0.14 -0.20
H -0.960268 5.170282 0.875259 0.24 -0.50 -0.43
H 0.105386 4.664759 -0.452103 0.84 -0.15 -0.33
H -2.700413 4.225988 -0.840531 1.09 0.20 0.60
H -2.563842 7.712916 -0.417276 0.40 -0.99 0.54
C 0.333888 -0.493973 -2.714531 0.68 -0.64 1.29
C -0.339968 0.794908 -2.309181 -1.75 -0.67 -0.22
O 0.198860 1.324879 -1.117231 -0.38 -0.02 -0.20
O -0.587773 -1.335923 -3.369663 -1.03 0.35 1.98
H 0.774898 -0.978721 -1.762051 -0.72 0.49 -1.41
H 1.134490 -0.257614 -3.382064 0.90 -0.03 -0.33
H -1.445682 0.494033 -2.272582 1.17 0.63 0.74
H -0.324801 1.504263 -3.127862 0.25 0.37 -0.13
H 0.726123 2.101515 -1.360531 0.07 -0.07 0.10
H -0.282748 -1.578995 -4.206823 0.81 -0.53 -1.86
C -2.860262 -2.456576 -1.161520 0.24 -1.35 -0.67
C -4.126359 -2.698795 -0.299612 0.77 1.94 0.07
O -3.989591 -3.793465 0.543896 -0.11 -0.53 0.65
O -1.576090 -2.550726 -0.486561 -1.16 1.50 -0.18
H -2.921175 -1.520588 -1.735459 0.20 -0.02 0.57
H -2.862624 -3.226699 -1.969568 0.00 0.25 0.46
H -5.021823 -2.686339 -0.926108 0.08 -0.55 -0.34
H -4.328513 -1.837582 0.364814 0.42 -0.26 -0.04
H -3.877056 -4.599177 0.039041 0.01 -0.24 -0.22
H -1.448153 -3.404668 -0.050677 -0.41 -0.43 -0.19
C -4.666626 2.318970 0.247519 -0.87 0.40 0.11
C -3.397876 1.551865 0.073320 1.18 -0.18 0.31
O -2.386056 1.957517 1.054192 -0.64 0.16 -1.31
O -4.554887 3.660826 -0.224347 0.43 0.22 -0.40
H -5.016912 2.241461 1.270440 0.26 0.34 0.45
H -5.474756 1.865992 -0.310926 -0.10 -0.35 -0.52
H -2.979331 1.715656 -0.965702 -0.47 -0.44 1.04
H -3.602777 0.483880 0.292453 0.05 0.44 -0.47
H -2.029738 2.752372 0.583935 0.25 -0.23 0.44
H -4.750298 4.366352 0.400733 -0.07 -0.51 0.33
C -0.364113 -6.048975 -0.121164 0.07 -0.70 -0.13
C 0.792760 -6.707698 0.544888 -0.33 -1.14 -0.14
O 0.208131 -7.435826 1.574147 -1.58 0.09 0.54
O -0.955496 -4.975129 0.541335 -0.06 0.61 0.78
H -1.087505 -6.848558 -0.352226 0.10 0.35 0.02
H 0.040326 -5.652347 -0.998451 0.22 0.69 -1.81
H 1.578849 -6.077235 0.885846 0.57 1.03 0.35
H 1.225891 -7.356295 -0.214927 0.18 -0.29 -0.16
H 0.751806 -7.949869 2.138680 1.20 -0.52 0.46
H -1.206408 -5.213613 1.442900 -0.34 -0.19 0.40
C 0.164094 -3.567942 3.450172 -0.67 -0.89 0.86
C -1.311826 -3.765799 4.003986 0.54 1.54 -1.16
O -2.135383 -4.652720 3.200420 0.24 1.02 -0.04
O 0.213362 -2.739792 2.288326 -0.29 -1.09 -0.61
H 0.659284 -4.560153 3.303810 -0.33 0.72 -0.15
H 0.755587 -3.002912 4.163248 -0.13 -0.20 0.56
H -1.674659 -2.720137 3.901131 -0.28 -0.56 0.22
H -1.366112 -4.002525 5.077916 0.24 -0.39 -0.51
H -2.831627 -4.116111 2.750555 0.75 -0.60 0.46
H 0.130979 -3.366584 1.544994 -0.10 0.47 0.03
C 5.184659 -1.580925 0.423134 0.99 0.25 -0.14
C 4.172869 -0.997189 -0.495986 -1.81 0.22 0.63
O 4.106029 0.425563 -0.253737 -0.55 -0.89 -0.39
O 6.459941 -0.959760 0.075819 -0.19 -0.10 1.30
H 5.221875 -2.674720 0.319714 0.20 0.25 0.09
H 4.848295 -1.298129 1.428233 0.41 -0.20 0.02
H 3.197049 -1.400112 -0.150017 0.33 0.19 -0.48
H 4.294289 -1.239190 -1.553792 0.25 0.16 0.05
H 5.022523 0.665458 -0.321599 0.87 0.67 -0.01
H 6.949144 -0.707086 0.894283 -0.61 -0.47 -0.95
C 2.058420 1.154616 2.926199 0.93 -1.18 0.16
C 1.001331 2.036856 3.464293 0.34 -1.01 1.20
O -0.258822 1.399499 3.222127 0.40 0.76 0.26
O 1.890204 1.029821 1.540945 -0.67 -0.25 -0.47
H 2.129293 0.140041 3.430372 -0.38 0.99 -0.40
H 2.970640 1.673668 3.141762 0.94 0.18 0.20
H 1.109334 2.979593 2.910015 -0.37 0.01 0.50
H 1.231428 2.102750 4.575522 -0.64 0.48 -1.15
H -0.803195 2.139465 2.968037 -1.02 -0.04 -0.19
H 2.728881 0.956086 1.077452 0.37 -0.14 -0.20
```
Forces are in eV/Å.

Output
HOMO energy ... -12.16 eV
Kohn-Sham gap ... 10.494 eV
M ... 597.71 g mol⁻¹
Total charge ... +1
F_max ... 2.258 eV/A
LUMO ... -1.665 eV

Atomic partial charges in e from the Mulliken method, atoms 1 to 8: number 1, K, carries 0.4853; number 2, C, carries -0.6449; number 3, C, carries -0.4396; number 4, O, carries -0.2933; number 5, O, carries -0.5112; number 6, H, carries 0.2477; number 7, H, carries 0.4601; number 8, H, carries 0.2610

=====

# 2
This record from the OMol25 dataset describes a 8-piece molecular cluster, C18H54N2O8 overall. The level of theory is wB97M-V/def2-TZVPD.

```
82
Properties=species:S:1:pos:R:3:forces:R:3
C -3.679514 5.439754 3.056595 -0.36 0.18 0.66
C -2.208183 5.007676 2.997037 -0.33 1.80 0.32
O -2.186261 3.808615 2.376020 -0.23 -2.94 -1.85
H -4.232622 4.790711 3.735509 0.13 0.16 0.41
H -4.299147 5.372752 2.162361 0.85 -0.34 -0.69
H -3.821216 6.486243 3.326552 0.28 -0.04 0.53
H -1.707623 4.865230 3.954766 -0.47 0.62 0.65
H -1.612728 5.744925 2.458530 0.02 0.33 -0.19
H -1.301475 3.478131 2.204173 0.10 0.19 0.13
C 5.414557 -3.671637 -1.735052 -0.03 0.60 0.04
C 5.444235 -2.353045 -0.967239 0.61 -0.63 0.42
O 4.479899 -2.276611 0.083719 0.29 -0.04 -0.06
H 4.668455 -3.533883 -2.517642 0.12 -0.88 -0.19
H 5.269791 -4.543581 -1.097202 -0.65 0.23 0.13
H 6.426914 -3.850999 -2.097084 -0.12 0.22 -0.73
H 5.384678 -1.493875 -1.635358 -0.17 -0.02 -0.09
H 6.454179 -2.345029 -0.557299 -0.12 0.52 0.69
H 3.752983 -1.699458 -0.161396 -0.03 -0.01 -0.15
C 0.702775 -3.206393 -4.132668 0.18 -0.89 -1.08
C -0.503730 -2.738793 -4.924558 0.36 -0.97 0.99
O -0.470622 -1.353405 -4.930262 -0.50 1.12 -0.39
H 0.641817 -4.294668 -4.138197 -0.07 -0.17 0.76
H 0.737048 -2.750910 -3.142997 -0.10 -0.25 -0.05
H 1.652080 -3.059811 -4.647861 -0.02 0.61 -0.07
H -1.374933 -3.117349 -4.389965 -0.36 0.10 0.22
H -0.603807 -3.172955 -5.919346 0.51 0.00 -0.29
H -1.330314 -1.080076 -5.258617 0.02 0.49 -0.05
C 3.057898 0.177513 5.310719 -0.25 0.51 0.13
C 2.865418 1.604414 4.773262 0.67 -1.24 1.28
O 2.571809 1.569528 3.400714 -0.47 0.44 -0.14
H 3.300018 0.239735 6.371663 0.35 -0.15 0.01
H 3.834259 -0.336838 4.744321 0.06 -0.15 0.19
H 2.125805 -0.385299 5.260341 0.00 -0.03 -0.27
H 3.784613 2.161370 4.954842 0.12 0.21 -0.02
H 2.112013 2.045554 5.425847 -0.47 0.40 -0.81
H 3.380222 1.229828 3.010015 -0.05 -0.03 -0.40
C 1.174522 -5.565962 4.251680 -1.44 -0.45 -1.33
C 1.240610 -5.278960 2.725855 0.22 0.27 1.67
O 2.595223 -5.473463 2.424041 0.73 0.44 -1.13
H 1.903824 -5.088180 4.905847 0.12 0.21 -0.59
H 1.305968 -6.647785 4.273248 -0.12 0.00 0.71
H 0.170757 -5.267250 4.553876 -0.11 -0.38 0.53
H 0.831626 -4.294062 2.500431 0.48 0.39 -0.09
H 0.635579 -5.951658 2.117973 -0.11 -0.40 0.34
H 2.947670 -4.646870 2.086229 0.25 -0.05 -0.15
O 0.633997 -0.760338 0.442763 0.27 -0.06 -0.17
H -0.219331 -1.192113 0.483325 -0.32 -0.11 -0.08
H 0.676077 -0.236338 1.242700 0.07 0.20 0.25
C -6.438805 1.098855 -0.076995 1.44 -1.20 -0.18
C -5.483480 -0.009447 0.490027 -0.51 0.87 2.29
C -4.202702 -0.200148 -0.296846 -1.46 -0.16 -2.21
O -3.353619 -1.280723 -0.024540 0.92 -0.14 1.68
C -3.908173 -2.563926 0.113106 0.06 -0.88 -1.04
N -5.069533 0.336298 1.888178 -0.32 0.06 -0.59
H -5.815785 1.960107 -0.318201 -0.31 0.24 -0.25
H -7.260236 1.391108 0.577185 0.33 -0.24 0.24
H -6.856658 0.621338 -0.963265 -0.12 0.58 -0.32
H -6.135308 -0.877904 0.584915 0.46 -0.48 -0.28
H -3.609272 0.714147 -0.297016 0.15 -0.06 0.43
H -4.532523 -0.296697 -1.331259 0.02 -0.13 -0.65
H -4.556081 -2.774330 0.964022 -0.50 0.67 -0.13
H -3.168945 -3.359531 0.206117 0.94 0.65 0.28
H -4.307353 -2.854884 -0.858546 -1.04 0.06 0.04
H -4.308942 -0.290630 2.108546 0.07 -0.52 0.35
H -4.547920 1.190562 1.753060 -0.02 0.71 0.36
C 3.193297 3.487819 -2.947504 -0.78 0.46 -0.69
C 1.976773 2.531509 -3.000973 1.51 1.39 -0.48
C 0.679952 3.259435 -3.545704 1.48 -1.08 1.04
O 0.328968 4.387556 -2.790249 -1.26 0.45 0.28
C -1.118845 4.550105 -2.750649 1.18 0.18 -0.11
N 2.343281 1.473553 -3.960568 -1.02 0.30 0.23
H 3.320757 3.880812 -3.956176 0.29 0.08 -0.10
H 4.121845 3.006156 -2.641078 -0.12 -0.20 0.06
H 3.005337 4.344351 -2.300114 -0.04 -0.10 0.13
H 1.892462 2.256640 -1.949575 -0.83 -0.66 0.04
H -0.090467 2.503211 -3.395102 -0.34 -0.13 -0.72
H 0.876617 3.544070 -4.579334 -0.25 -0.30 -0.23
H -1.351466 5.379242 -2.082424 0.14 -0.39 0.38
H -1.552494 3.589508 -2.472607 -0.28 0.18 0.36
H -1.560838 4.855352 -3.699097 0.31 -0.17 -0.47
H 3.237790 1.029142 -3.810718 -0.02 0.19 0.33
H 1.626551 0.762961 -3.998827 0.00 -0.26 -0.07
```
Forces are in eV/Å.

Output
SMILES ... COC[C@H](C)N.COC[C@H](C)N.CCO.CCO.CCO.CCO.CCO.O
HOMO energy ... -9.08 eV
Kohn-Sham gap ... 9.246 eV
M ... 426.64 g mol⁻¹
F_max ... 3.480 eV/A
Relative energy (zero: lowest compared OMol25 entry of this formula, charge and spin) ... 52.91 kcal/mol
LUMO ... 0.166 eV

Atomic partial charges in e from the Mulliken method, atoms 1 to 8: number 1, C, carries -1.1057; number 2, C, carries -0.1494; number 3, O, carries -0.4799; number 4, H, carries 0.2769; number 5, H, carries 0.3024; number 6, H, carries 0.3472; number 7, H, carries 0.2615; number 8, H, carries 0.2729

=====

Q: Kohn-Sham gap of number 2 (C18H54N2O8)?
A: 9.246 eV